# 1
9 unconnected molecules or ions with the total composition C32H48Cl36IN5O5P at a distorted geometry. Source: the Open Molecules 2025 dataset; level of theory: wB97M-V/def2-TZVPD.

Geometry as ORCA input:
```
! wB97M-V def2-TZVPD RIJCOSX def2/J DEFGRID3
* xyz 1 1
I 0.42 3.23 -3.55
Cl 3.08 -3.96 -3.24
Cl -1.32 -8.38 -9.28
Cl 9.40 7.66 5.20
Cl 0.93 6.21 -0.36
Cl 1.27 -7.68 -8.15
Cl -3.94 -2.95 -9.53
Cl -5.08 -2.03 -1.78
Cl -1.46 -2.81 -8.01
Cl -0.64 -6.13 -1.56
Cl -7.18 -3.95 -2.39
Cl -7.01 -2.77 0.27
Cl 5.47 -5.11 -4.45
Cl 2.84 -5.70 -5.56
Cl -0.04 -8.97 -1.36
Cl -3.87 -3.86 -6.76
Cl 9.79 6.56 2.53
Cl 6.31 5.42 6.41
Cl 2.12 -7.05 -1.65
Cl 5.17 3.23 7.96
Cl 2.60 6.94 1.91
Cl -5.90 -4.15 8.66
Cl 0.41 -6.48 -10.66
Cl -0.29 6.74 2.23
Cl 8.52 4.95 4.60
Cl 6.39 2.71 5.37
Cl 3.98 -3.03 -5.85
Cl 11.36 5.55 4.76
Cl 0.86 8.92 0.69
Cl -2.52 -5.40 -8.83
Cl -5.91 -2.75 6.11
Cl -5.01 -4.69 -0.60
Cl -3.39 -3.51 7.34
Cl 8.06 3.43 7.63
Cl 1.13 -9.30 -10.57
Cl -5.00 -1.39 8.52
Cl 0.63 -7.19 0.84
P -3.75 0.13 -2.19
O -4.15 -0.24 5.17
O 3.34 4.37 5.10
O -3.52 2.00 4.42
O 2.49 3.67 2.90
O -2.77 -4.12 -3.50
N -0.18 2.43 -1.76
N -0.74 -0.09 -1.69
N -2.56 1.51 -2.12
N -4.30 3.14 -1.39
N -4.29 -0.18 -3.68
C 0.52 -7.34 -0.93
C 9.77 6.18 4.27
C -3.15 0.63 4.90
C -2.95 -3.75 -8.28
C -0.29 3.39 -0.64
C 2.31 3.93 4.37
C 3.84 -4.45 -4.77
C 0.28 -0.21 -0.59
C 3.62 -0.94 0.74
C -3.34 3.37 2.19
C 0.37 -7.96 -9.67
C -0.90 -0.62 -4.29
C -1.53 -2.10 -4.63
C 3.68 1.57 1.90
C -1.03 2.98 0.73
C 0.03 -0.54 -2.95
C 6.48 3.70 6.84
C -1.68 -3.11 -3.35
C -1.62 0.08 5.08
C -2.26 4.03 1.13
C -1.22 1.36 -1.87
C -6.07 -3.36 -1.13
C 2.44 2.20 2.80
C -5.05 -2.95 7.66
C 1.68 -2.58 -0.36
C -2.63 2.38 3.32
C 1.02 7.20 1.12
C 2.74 -2.32 0.86
C 0.30 -1.78 -0.01
C -3.15 2.88 -2.38
C 0.84 3.72 5.14
C 3.66 -0.05 2.14
H -2.75 4.55 0.20
H -0.68 -2.34 -0.41
H -0.24 3.10 1.61
H -3.19 -1.08 -1.65
H -1.72 4.91 1.74
H -1.61 2.80 3.72
H 0.72 2.60 5.45
H 3.28 -0.21 -0.11
H -0.18 -0.35 -5.21
H 4.67 1.97 2.39
H -2.39 3.76 -2.45
H -4.07 2.62 -0.51
H -3.90 4.21 2.83
H -4.35 4.17 -1.25
H 3.63 1.86 0.76
H 2.15 -2.24 -1.39
H 2.69 -0.30 2.76
H 0.72 4.44 6.07
H 1.43 1.78 2.37
H -2.38 1.37 2.73
H -0.82 0.92 5.33
H 3.52 -3.23 0.83
H -1.76 -2.59 -2.31
H 2.58 1.77 3.90
H -1.46 1.91 0.83
H 0.58 -1.59 -2.78
H -4.18 2.73 1.67
H -0.76 -2.62 -5.38
H 1.43 -3.75 -0.37
H -4.92 0.56 -1.41
H 0.03 4.08 4.35
H 2.21 -2.34 1.91
H 0.19 -1.78 1.17
H 0.91 0.22 -3.19
H -4.06 -1.18 -3.90
H -3.06 -4.27 -2.54
H -2.55 -2.07 -5.21
H 0.09 0.46 0.35
H 4.59 -0.41 2.79
H -1.76 0.20 -4.34
H -3.68 2.82 -3.44
H 0.81 3.76 -0.37
H -1.29 -0.34 4.01
H -0.68 -3.75 -3.32
H 1.33 0.11 -1.02
H -0.83 4.38 -1.06
H -1.54 -0.86 5.81
H 4.75 -1.24 0.53
*
```

Properties
- highest occupied orbital energy (eV) = -11.854
- lowest unoccupied orbital energy (hartree) = -0.177
- energy (eV) = -519820.99902
- maximum force (eV/A) = 9.25

Results of the Löwdin charge analysis, in e, for atoms 1 through 8: atom 1 (I): 1.0123, atom 2 (Cl): 0.4982, atom 3 (Cl): 0.4947, atom 4 (Cl): 0.5164, atom 5 (Cl): 0.5682, atom 6 (Cl): 0.4916, atom 7 (Cl): 0.5261, atom 8 (Cl): 0.5627

---

# 2
A molecular structure, C32H48IN6RuS at a distorted geometry. Source: the Open Molecules 2025 dataset; level of theory: wB97M-V/def2-TZVPD.

Geometry as ORCA input:
```
! wB97M-V def2-TZVPD RIJCOSX def2/J DEFGRID3
* xyz 0 2
I 4.42 -0.56 0.56
Ru -0.69 -1.30 1.03
S 0.13 1.68 -0.43
N -0.24 -0.37 2.79
N 2.02 2.02 -2.29
N -0.29 2.16 -3.00
N 0.39 -2.97 0.97
N -1.62 -2.31 -0.44
N -2.10 0.06 1.16
C -0.64 -6.52 0.44
C -0.52 5.32 -3.69
C -1.75 2.30 4.93
C -0.36 -4.01 0.58
C -2.97 0.34 0.05
C -2.84 -4.34 0.04
C -3.00 -5.72 0.23
C 0.08 -5.33 0.58
C -3.58 1.05 2.78
C -1.12 0.52 3.23
C 1.60 -3.76 2.98
C -0.91 1.38 4.32
C -0.18 2.83 -4.28
C -0.50 5.37 -2.17
C 1.70 -3.19 1.54
C 0.83 -1.80 4.48
C -3.95 1.82 3.87
C -1.69 -3.56 0.06
C 0.40 4.25 -4.27
C 2.69 1.37 -3.41
C -2.68 -1.80 -1.26
C -2.02 -6.69 0.35
C 0.69 2.03 -2.05
C -3.12 2.46 4.79
C -2.33 0.59 2.37
C 5.36 2.60 -2.11
C 5.15 2.12 -3.54
C 0.99 -0.63 3.49
C 0.67 -0.01 -0.17
C -3.67 -0.92 -0.47
C 0.48 -3.14 3.83
C 3.72 2.31 -4.05
H -1.54 5.17 -4.05
H 0.52 5.47 -1.81
H -0.05 -7.43 0.50
H 5.42 1.06 -3.61
H 1.34 4.24 -3.72
H 0.63 4.50 -5.31
H 2.30 -3.87 0.93
H -1.19 2.85 -4.71
H 2.58 2.02 -1.44
H 2.56 -3.62 3.48
H -4.09 -1.47 0.37
H -0.43 -3.03 3.22
H 0.43 2.21 -4.95
H 0.03 -1.53 5.17
H 1.94 1.06 -4.13
H -2.34 0.74 -0.76
H 3.72 2.14 -5.13
H 6.42 2.51 -1.85
H -3.22 -2.61 -1.76
H -3.71 1.12 0.30
H -1.19 2.27 -2.55
H 5.07 3.64 -2.00
H -5.01 2.00 3.98
H 2.22 -2.23 1.54
H 5.81 2.68 -4.19
H 0.80 -0.49 -1.14
H 1.35 0.25 4.05
H 0.09 1.37 4.74
H 1.76 -0.86 2.75
H -1.07 6.23 -1.82
H 3.20 0.46 -3.05
H -3.76 -3.82 -0.18
H 3.41 3.34 -3.88
H -4.41 0.76 2.14
H -1.27 2.91 5.69
H 1.75 -1.91 5.05
H -3.60 3.16 5.46
H -4.02 -6.07 0.20
H -4.48 -0.63 -1.15
H -0.17 6.29 -4.07
H -2.22 -1.18 -2.04
H 1.14 -5.47 0.76
H 4.80 2.00 -1.40
H 0.25 -3.85 4.63
H 1.62 0.02 0.39
H -2.37 -7.72 0.34
H 1.40 -4.83 2.91
H -0.93 4.48 -1.73
*
```

Properties
- energy relative to the best compared isomer or geometry (same formula, charge and spin) (kcal per mole) = 25.7
- highest occupied orbital energy (alpha / beta) (eV) = -6.454 / -6.451
- lowest unoccupied orbital energy (alpha / beta) (hartree) = -0.024 / -0.026
- energy (eV) = -64419.16607
- maximum force (eV/A) = 3.18

Results of the Löwdin charge analysis, in e, for atoms 1 through 8: atom 1 (I): -0.4148, atom 2 (Ru): 1.2547, atom 3 (S): 0.9148, atom 4 (N): -0.1047, atom 5 (N): 0.0670, atom 6 (N): 0.0407, atom 7 (N): -0.1333, atom 8 (N): -0.1164